Record 1
ORCA calculation (ωB97M-V/def2-TZVPD) on 2 unconnected molecules or ions with the total composition C9H16N3O at a distorted geometry.

**Charge**: +2
**ΔE to the lowest compared entry with this formula, charge and spin**: 328.1 kJ/mol
**HOMO (alpha / beta)**: -17.56 / -17.78 eV
**Multiplicity**: 2
**Expectation value of S²**: 0.766
**LUMO energy (alpha / beta)**: -7.32 / -11.04 eV
**Orbital gap (alpha / beta)**: 10.24 / 6.74 eV

The geometry in XYZ format:
```
29
Properties=species:S:1:pos:R:3:forces:R:3:mulliken_charge:R:1
C 2.2795 -0.0073 -0.4336 0.15 -1.03 1.55 -1.00
C 1.1802 -2.3697 -0.4812 -0.84 -2.05 -0.96 0.57
N 1.1948 -1.0577 -0.6832 1.77 0.99 -0.16 -0.11
N 2.2497 -3.1570 -0.1064 -0.16 3.77 -1.43 -0.36
N -0.0774 -2.9731 -0.8946 0.76 6.13 1.42 -0.43
H 0.4951 -0.7136 -1.3256 -0.11 -0.25 0.07 0.31
H 2.0725 -3.8914 0.4690 -1.12 -2.95 1.57 0.26
H 3.2388 -2.8759 0.0633 -1.36 0.64 -0.65 0.28
H -0.9119 -2.2229 -0.7176 2.60 -2.90 -0.66 0.19
H -0.3020 -3.8841 -0.6531 -0.24 -2.09 0.57 0.27
H 2.2497 0.2886 0.7120 0.74 -0.94 -2.44 0.30
H 1.9798 0.8462 -0.9702 -1.02 1.16 -0.52 0.35
H 3.2695 -0.1506 -0.9795 -0.99 -0.74 1.46 0.40
C 0.5245 3.1007 1.1405 1.67 -6.97 2.86 -1.30
C -1.8162 -0.0486 1.0568 0.36 1.74 0.39 -0.55
C -0.8397 0.8928 1.3947 0.50 -2.81 2.92 -0.19
C -2.4352 0.1862 -0.1859 0.85 -1.26 -1.73 0.52
C -0.4282 1.9645 0.6149 -0.24 3.74 -1.12 0.64
C -2.1436 1.3036 -0.9715 1.88 3.55 0.27 -0.45
C -1.1821 2.2866 -0.6125 -0.78 -2.79 0.72 -0.65
O -3.0424 -0.7531 -0.9532 2.80 2.70 -0.62 -0.39
H -2.1892 -0.8319 1.6921 0.37 -0.26 0.33 0.48
H -0.2741 0.7446 2.3905 -1.09 0.21 -1.64 0.37
H -3.7263 -1.1321 -0.5108 -3.40 -2.65 2.18 0.36
H -2.8097 1.3912 -1.7957 -0.08 0.35 -0.89 0.51
H 0.2485 3.9368 0.7129 -1.09 4.47 -1.91 0.48
H 1.6045 2.8181 0.8960 -1.25 0.48 -0.05 0.29
H -0.9593 3.2154 -1.1510 -0.32 -0.58 0.02 0.48
H 0.5505 3.0937 2.2831 -0.38 0.29 -1.54 0.38
```
Forces are in eV/Å.

Record 2
ORCA calculation (ωB97M-V/def2-TZVPD) on 2 unconnected molecules or ions with the total composition C9H16N3O2P at a distorted geometry.

**SMILES**: N/N=C(/P)C(=O)O.N/C=C1\CC=CCC1
**ΔE to the lowest compared entry with this formula, charge and spin**: 145.0 kJ/mol
**HOMO**: -7.79 eV
**LUMO energy**: 0.16 eV
**Orbital gap**: 7.95 eV

The geometry in XYZ format:
```
31
Properties=species:S:1:pos:R:3:forces:R:3:mulliken_charge:R:1
C 1.2828 -2.7639 -1.5158 -0.55 -1.76 -2.44 -0.37
C 0.5549 -1.5028 -1.7963 2.14 0.59 2.33 -0.73
C 2.1275 -2.9388 -0.5223 -1.33 1.49 0.33 -0.56
C 0.9363 -0.4091 -0.7726 -1.31 -0.57 -1.77 0.61
C -1.8533 2.7978 1.2227 0.00 -0.46 2.50 0.83
C 2.2964 -1.8960 0.5569 0.99 0.08 -1.54 -0.75
C 1.0727 -1.0107 0.5865 1.16 -0.24 -2.35 -1.13
C 0.9622 0.8723 -1.1540 -0.27 0.24 0.70 -0.59
C -1.9427 1.3455 1.1103 0.20 -0.54 0.41 0.16
N -1.4408 0.7826 3.3863 -1.11 -0.27 -3.41 -0.47
N -1.6778 0.5088 2.0831 -0.26 0.25 -0.30 -0.22
N 0.6018 1.3788 -2.3966 -0.41 0.46 -1.49 -0.60
O -1.6246 3.2756 2.3299 0.01 0.76 -1.32 -0.65
O -2.0184 3.4873 0.0678 0.46 -0.33 0.63 -0.44
P -2.2171 0.8388 -0.6260 -0.38 -2.97 0.31 -0.18
H 1.1344 -3.5618 -2.4150 0.58 1.62 2.49 0.20
H 0.8216 -1.3618 -2.7882 0.19 1.28 -2.02 0.54
H 2.6194 -3.8271 -0.5643 1.78 -2.36 0.54 0.48
H 2.4566 -2.2241 1.5270 0.18 -1.62 1.85 0.48
H 3.2973 -1.4097 0.3584 -1.23 0.36 -0.05 0.29
H 1.1735 -0.2620 1.2498 0.73 2.82 2.54 0.56
H 0.1799 -1.4971 0.9416 -0.43 -0.77 -0.39 0.29
H 1.2892 1.6955 -0.5255 -0.05 -0.31 0.55 0.41
H -1.0252 -0.0088 3.7928 0.48 -0.45 1.02 0.24
H -1.3773 1.7298 3.6437 0.45 1.20 0.69 0.25
H -0.4504 -1.6693 -1.7091 -2.96 -0.46 -0.13 0.30
H -1.4496 4.2553 0.1587 -0.14 0.75 -0.04 0.35
H -0.0809 0.8688 -2.9363 0.27 -0.94 0.13 0.28
H 0.1484 2.2875 -2.4048 0.70 0.16 0.69 0.31
H -2.1414 -0.6866 -0.3086 -0.28 2.13 -0.49 0.04
H -3.6556 0.9051 -0.5802 0.39 -0.11 0.04 0.09
```
Forces are in eV/Å.

Record 3
ORCA calculation (ωB97M-V/def2-TZVPD) on a molecular structure, C9H16N3RuSe at a distorted geometry.

**Charge**: +1
**ΔE to the lowest compared entry with this formula, charge and spin**: 343.3 kJ/mol
**HOMO (alpha / beta)**: -8.23 / -10.85 eV
**Multiplicity**: 5
**Expectation value of S²**: 6.024
**LUMO energy (alpha / beta)**: -2.84 / -6.24 eV
**Orbital gap (alpha / beta)**: 5.39 / 4.61 eV

The geometry in XYZ format:
```
30
Properties=species:S:1:pos:R:3:forces:R:3:mulliken_charge:R:1
C -0.6419 1.0928 -1.7562 -0.35 2.83 -1.92 -0.91
Ru -0.4928 0.1143 -0.1108 2.60 -1.26 0.00 -0.02
N -2.4221 -0.0621 0.6335 -1.89 0.20 0.56 -0.78
H 1.0826 0.1219 -0.4348 -0.58 -0.45 -1.07 0.20
H -0.2499 -0.6377 -1.4766 0.18 -0.33 -0.15 0.20
H 0.1955 1.2069 -2.4707 -0.47 -0.13 0.43 0.37
H -0.6415 2.1078 -1.1102 -0.08 -1.58 -0.79 0.22
H -1.5759 1.0828 -2.3644 0.42 -0.13 0.52 0.33
H -2.4354 0.2419 1.6067 -0.29 -0.08 -0.13 0.32
H -2.7406 -1.0263 0.5932 -0.22 0.12 0.06 0.31
H -3.0690 0.5192 0.1077 -0.28 -0.14 0.19 0.30
C 4.2523 0.8151 1.8592 0.37 0.34 -0.12 -0.86
N 3.4903 -0.3607 2.2369 0.06 -1.19 0.33 0.19
C 2.1388 -0.4625 2.1440 0.00 -0.71 0.22 -0.20
Se 1.0135 0.9166 1.4961 1.04 0.60 2.74 -0.25
N 1.8184 -1.7118 2.6251 1.80 0.52 -0.23 0.05
C 2.9907 -2.4101 2.9740 -1.03 2.68 -1.09 0.49
C 3.1850 -3.7108 3.4143 -3.17 -0.73 0.19 -0.91
C 4.5160 -4.1219 3.5930 4.95 0.42 0.00 -0.41
C 5.5895 -3.2549 3.3264 -1.38 -3.55 1.18 -0.64
C 5.3676 -1.9467 2.8797 2.15 1.47 -0.38 -0.96
C 4.0393 -1.5587 2.7220 -3.52 1.60 -0.64 1.30
H 5.3040 0.5321 1.8726 -0.10 0.18 -0.08 0.27
H 4.0976 1.6469 2.5571 -0.07 -0.33 -0.07 0.33
H 3.9754 1.1533 0.8566 -0.01 -0.19 0.18 0.36
H 0.8830 -2.0586 2.6830 -0.31 -0.10 0.02 0.20
H 2.3171 -4.3367 3.6070 0.38 -0.07 0.03 0.40
H 4.7252 -5.1294 3.9451 -0.01 0.26 -0.10 0.39
H 6.6053 -3.6139 3.4734 -0.26 0.08 -0.03 0.39
H 6.1616 -1.2433 2.6522 0.04 -0.34 0.12 0.32
```
Forces are in eV/Å.

Record 4
ORCA calculation (ωB97M-V/def2-TZVPD) on C9H16N4O5 in the gas phase at a distorted geometry.

**SMILES**: NC(=O)CC[C@H](N)C(=O)N[C@@H](CC(N)=O)C(=O)O
**ΔE to the lowest compared entry with this formula, charge and spin**: 517.1 kJ/mol
**HOMO**: -9.44 eV
**LUMO energy**: 0.35 eV
**Orbital gap**: 9.79 eV

The geometry in XYZ format:
```
34
Properties=species:S:1:pos:R:3:forces:R:3:mulliken_charge:R:1
C 0.6655 1.4820 -0.6219 0.74 -0.52 2.25 0.47
C 0.5403 1.1202 0.9114 2.47 -0.82 1.61 -0.14
C 1.7333 0.5514 -1.3034 -1.16 -2.05 0.68 -1.05
C 3.1066 -0.0435 -0.6072 0.09 1.61 1.07 -0.65
C 3.1751 -1.4516 0.0616 0.19 1.27 1.24 0.52
C -1.4009 -0.4488 0.8057 -0.51 0.51 -3.37 -0.11
C -0.9592 -1.5723 -0.1633 -2.33 -0.24 -0.24 0.28
C -2.5063 0.4353 -0.0637 1.78 -0.21 -0.05 -0.35
C -3.8938 -0.2939 0.2000 2.59 2.66 1.87 0.30
H 0.1801 3.4466 -0.9306 4.00 -1.55 2.08 0.30
H 1.6469 3.0521 0.4022 -2.20 -0.43 -3.17 0.33
H -0.2489 1.5259 -1.2044 -0.13 -0.91 0.11 0.50
H 1.0769 -0.3425 -1.6845 1.70 1.36 0.31 0.26
H 2.0121 1.2159 -2.1178 0.34 -0.49 -0.26 0.66
H 3.7983 -0.0341 -1.4734 -0.14 -0.25 0.86 0.30
H 3.6211 0.6055 0.3207 -1.62 -1.04 -2.76 0.31
H 2.1699 -0.5076 1.7050 0.87 -1.68 -0.48 0.29
H 2.4477 -2.3071 1.9823 0.42 2.01 -1.69 0.24
H -0.3026 -0.1815 2.4246 1.15 1.59 -1.23 0.36
H -1.9340 -1.0969 1.4784 -0.42 0.46 0.96 0.61
H -2.0994 0.2309 -1.2151 -1.51 1.22 2.99 0.26
H -2.6019 1.6068 0.2640 0.42 -3.03 -0.80 0.25
H -4.0923 -0.3520 -1.8840 -0.12 -0.11 1.43 0.24
H -5.3357 -0.8990 -0.9030 -3.71 -1.95 -0.09 0.21
H 0.9116 -1.5733 0.5478 -0.03 0.17 0.44 0.30
N 1.1239 2.8223 -0.5855 -1.45 4.15 0.13 -0.76
N 2.4654 -1.4557 1.3216 -0.22 -0.22 0.46 -0.56
N -0.2777 0.1635 1.4304 -1.07 -0.07 1.58 -0.04
N -4.5234 -0.4338 -0.9496 1.63 0.91 -1.48 -0.33
O 1.4937 1.5524 1.6325 -2.26 -0.86 -1.20 -0.70
O 3.9267 -2.3158 -0.3084 -0.90 -0.02 0.18 -0.57
O -1.9244 -1.9585 -0.8638 3.98 -0.48 0.99 -0.62
O -4.2731 -0.4448 1.3751 0.16 -0.46 -2.58 -0.65
O 0.2783 -2.0980 0.0165 -2.76 -0.52 -1.87 -0.45
```
Forces are in eV/Å.